{
  "formula": "C4HF5",
  "method": "the ωB97M-V functional and the def2-TZVPD basis",
  "mol_weight_g_mol": 144.04,
  "smiles": "FC1=C(C(F)F)C1(F)F",
  "gap_ha": 0.4388,
  "species": ["F", "F", "F", "F", "C", "H", "C", "C", "C", "F"],
  "coordinates": [[-0.91421, 0.22723, -2.31353], [0.32993, -2.22172, 0.80400], [-1.35935, 1.84327, -0.82781], [2.02667, 1.16648, -0.75418], [0.81535, 0.72758, -0.59962], [-1.10292, -0.96328, 1.60738], [-0.07566, -1.02011, 1.15680], [0.04029, -0.11364, 0.01518], [-0.53760, 0.82591, -1.14241], [0.77750, -0.47174, 2.05419]],
  "forces_ev_per_a": [[0.017, 0.912, 0.691], [0.122, -1.455, 0.230], [-0.020, -0.226, -0.581], [0.442, 0.242, 0.120], [-0.932, -0.038, -1.026], [0.857, -0.743, -0.345], [-1.361, 1.926, 0.259], [-0.946, 2.026, -2.233], [1.279, -2.168, 1.837], [0.542, -0.475, 1.048]],
  "mulliken_charge": [-0.24, -0.22, -0.24, -0.23, 0.09, 0.22, 0.41, -0.08, 0.55, -0.25]
}

---

{
  "formula": "C5H5NO",
  "method": "the ωB97M-V functional and the def2-TZVPD basis",
  "mol_weight_g_mol": 95.10,
  "gap_ha": 0.3177,
  "species": ["H", "N", "H", "O", "C", "C", "C", "H", "H", "C", "H", "C"],
  "coordinates": [[0.07517, -2.13384, -0.14135], [-1.88843, -1.21749, 0.02090], [-3.03593, 0.64772, 0.38869], [2.49749, -0.65856, 0.37471], [0.16820, -0.01758, -0.20456], [-0.63838, -1.29574, -0.07298], [-0.96782, 0.90125, 0.04936], [3.35788, -0.05710, -0.41781], [1.93994, 1.30419, -0.31745], [1.41198, 0.30213, -0.01399], [-0.81817, 2.00644, 0.02303], [-2.10195, 0.21857, 0.31144]],
  "forces_ev_per_a": [[-1.452, -0.604, -0.161], [-0.740, 1.334, 1.550], [-1.908, 0.438, 0.546], [1.300, 5.089, -5.134], [-4.811, -0.360, 1.876], [4.521, -0.992, -0.870], [0.281, 2.175, -0.465], [-3.399, -3.343, 3.878], [-1.781, -1.568, 1.103], [5.601, -0.160, -0.254], [-0.447, -1.041, 0.258], [2.835, -0.968, -2.326]],
  "mulliken_charge": [0.33, -0.55, 0.43, -0.49, 0.22, -0.07, -0.21, 0.41, 0.22, 0.01, 0.30, -0.59]
}

---

{
  "formula": "C57H36FeN8P2S2",
  "method": "the ωB97M-V functional and the def2-TZVPD basis",
  "mol_weight_g_mol": 1014.90,
  "total_charge": -2,
  "spin_multiplicity": 5,
  "gap_ha": [0.1627, 0.1743],
  "species": ["C", "H", "H", "C", "C", "C", "N", "C", "N", "H", "S", "H", "C", "C", "C", "N", "C", "C", "C", "C", "C", "C", "C", "S", "H", "C", "H", "H", "C", "C", "H", "H", "C", "H", "C", "C", "C", "H", "N", "H", "C", "C", "C", "C", "N", "C", "H", "C", "H", "H", "C", "H", "C", "H", "N", "H", "P", "H", "H", "C", "C", "C", "C", "H", "C", "C", "H", "C", "H", "N", "C", "C", "H", "C", "H", "C", "C", "C", "C", "H", "H", "C", "C", "C", "H", "H", "H", "C", "H", "C", "H", "C", "P", "C", "C", "C", "Fe", "H", "H", "H", "C", "C", "C", "H", "N", "C"],
  "coordinates": [[-3.04932, -0.43130, -2.29540], [4.11648, -3.93904, -4.04446], [2.04507, -2.28112, 4.90185], [-3.99605, 0.51225, 0.40097], [-1.36452, 7.53774, 3.49988], [0.97797, -1.02897, -3.44284], [1.33711, 3.21598, 3.71664], [1.39357, -2.80291, -5.55849], [-0.92988, 2.58749, -0.87500], [-0.84233, -5.92372, -0.61667], [2.37393, 1.45738, 1.19919], [-4.51881, 1.22123, 1.03540], [-1.50770, 6.80204, 2.33873], [-0.73420, 4.60598, 1.18024], [-3.40479, 3.60622, -4.61334], [-1.45906, 4.73840, 0.08366], [-4.37285, -0.60470, -1.78141], [3.20178, -3.05482, -2.31884], [2.10864, 1.12279, 4.73890], [2.69593, 1.41866, 5.96122], [-2.14757, -1.98985, 0.36448], [2.32615, -4.43397, 0.98550], [-1.53368, 3.81461, -0.87941], [1.85630, 1.71304, -2.24409], [3.20195, -3.99180, 1.45296], [-3.06016, 4.97207, -2.62998], [-3.21621, 5.88343, -2.06112], [-0.16810, -3.98225, -4.66685], [5.07036, -2.09520, -3.49866], [0.21274, -2.19328, -3.54989], [-5.12088, -0.96299, -2.48366], [-0.53675, -2.40163, -2.79829], [-2.63345, 2.58666, -4.10819], [1.58393, -3.51215, -6.35647], [0.42153, -3.07466, -4.60133], [5.09039, -1.03895, -2.59675], [-3.11915, -2.91050, 0.01106], [3.55409, 0.57655, 7.73871], [1.28830, 1.11606, 2.56101], [-4.06471, -4.76265, 0.54323], [0.05880, -5.51147, -0.17561], [-0.78204, 5.61804, 2.21093], [0.61093, 3.91735, 2.81693], [1.54702, -3.63202, 0.14430], [0.13497, 3.60107, 1.55751], [-0.50137, 7.10522, 4.52691], [-1.92277, 8.45855, 3.62999], [2.12923, -1.63150, -5.47720], [0.54677, -7.31660, 0.88558], [2.49490, 0.16781, -4.34296], [-1.76456, -0.59043, -0.12439], [2.47322, -3.84887, -2.21346], [-2.66302, 0.43797, 0.54689], [-0.20039, -3.57970, -1.08664], [-0.36503, -0.41715, 0.37825], [-0.41089, 7.70187, 5.42786], [2.06712, -1.84777, 0.03557], [5.78240, -2.12821, -4.31611], [2.59733, -6.35779, 1.90163], [-2.06125, 2.74401, -2.82952], [4.13290, -3.10807, -3.34778], [1.60889, 1.96326, 3.65645], [2.84566, -0.95774, 6.41959], [-3.85541, 3.50266, -5.59494], [3.07243, 0.36790, 6.79051], [-2.26906, 3.94728, -2.09400], [3.15725, -1.75807, 7.08073], [-2.53988, -4.23981, 1.95946], [-0.91642, -3.47519, 3.17494], [-0.89143, 0.57173, -2.20651], [1.87753, -0.21233, 4.37192], [-3.30408, -4.03837, 0.81309], [4.18870, -0.18006, -0.84305], [1.91848, -0.74649, -4.42540], [2.86039, 2.45178, 6.24589], [4.16625, -0.99135, -1.56126], [0.07796, 5.18873, 3.22772], [1.23036, -0.20160, 3.05879], [-1.22609, 1.95596, -2.02759], [-2.44768, 1.68571, -4.68354], [-4.24929, 5.57575, -4.29937], [-1.91274, -0.21925, -1.58524], [0.83690, -6.29488, 0.66474], [3.18996, -1.98372, -1.42375], [-2.14956, 1.14591, 1.18973], [5.82493, -0.24754, -2.69655], [0.89470, 5.59561, 5.18123], [0.22256, 5.93587, 4.40157], [-2.70894, -5.12074, 2.56801], [2.23192, -1.25818, 5.20667], [-5.86882, -0.23240, -0.36344], [-1.35214, -2.22904, 1.48738], [0.74631, 0.07910, -1.99373], [-4.80330, -0.17698, -0.56586], [0.41341, -4.19104, -0.43411], [-3.62635, 4.79658, -3.87318], [0.58508, 2.04169, 0.17121], [-2.95319, -0.29713, -3.36750], [-2.16201, 7.12663, 1.53818], [2.88425, -1.41204, -6.22371], [-1.55153, -3.33381, 2.30863], [0.57442, -1.06470, -0.67655], [-0.33982, -1.20900, 1.58856], [-3.71831, -2.78824, -0.87453], [0.47330, -1.17110, 2.62806], [1.98412, -5.75576, 1.23962]],
  "forces_ev_per_a": [[0.091, -0.005, 0.054], [-0.021, 0.018, 0.016], [-0.004, 0.020, 0.013], [0.005, -0.016, 0.008], [-0.005, -0.001, -0.038], [0.226, 0.049, -0.010], [-0.071, 0.056, 0.127], [-0.022, -0.014, 0.031], [-0.451, 0.163, -0.371], [0.016, 0.035, -0.002], [0.802, -0.442, 0.232], [0.014, 0.011, 0.000], [0.002, 0.055, -0.014], [-0.004, 0.063, -0.190], [0.040, -0.130, 0.052], [0.046, 0.199, 0.171], [0.015, 0.040, 0.081], [0.067, 0.031, 0.007], [0.146, -0.125, -0.011], [-0.046, 0.137, 0.017], [-0.015, 0.069, -0.022], [-0.116, -0.018, -0.082], [-0.008, -0.184, -0.084], [-0.208, -0.039, 0.848], [-0.035, -0.052, 0.031], [-0.071, 0.049, -0.017], [0.010, -0.047, -0.042], [0.009, 0.007, 0.008], [0.018, 0.018, 0.049], [0.045, 0.058, -0.128], [0.008, -0.033, 0.046], [0.022, 0.006, 0.004], [-0.095, 0.073, -0.034], [-0.037, 0.029, -0.025], [-0.022, 0.066, 0.031], [-0.064, 0.008, 0.015], [0.123, -0.077, -0.023], [-0.002, 0.023, 0.003], [-0.037, -0.130, 0.206], [0.028, 0.002, -0.024], [0.012, 0.031, -0.020], [0.067, -0.007, 0.091], [0.130, 0.071, -0.091], [0.167, -0.043, 0.310], [-0.197, -0.385, -0.207], [0.053, -0.086, -0.036], [0.009, 0.000, -0.013], [-0.044, 0.093, 0.000], [0.008, 0.019, -0.026], [0.041, -0.056, -0.006], [-0.249, 0.056, -0.054], [-0.006, 0.021, -0.035], [0.148, -0.099, 0.147], [0.021, 0.021, 0.137], [0.283, 0.162, -0.209], [0.014, 0.007, 0.007], [-0.556, -0.321, -0.331], [0.004, -0.012, 0.022], [-0.015, 0.007, -0.012], [0.184, -0.008, -0.080], [0.016, -0.049, 0.080], [-0.188, 0.032, -0.115], [-0.019, 0.009, -0.022], [0.018, 0.011, 0.003], [-0.042, -0.027, -0.041], [0.031, -0.020, 0.024], [-0.014, 0.002, -0.007], [0.017, 0.046, 0.030], [-0.016, -0.014, -0.041], [-0.055, 0.189, 0.641], [0.167, 0.007, 0.014], [0.014, 0.018, -0.011], [-0.029, 0.046, -0.041], [-0.067, 0.010, -0.024], [0.000, -0.053, -0.007], [-0.064, -0.069, -0.024], [0.001, -0.064, -0.021], [-0.324, 0.081, -0.213], [-0.202, -0.205, -0.315], [-0.029, 0.028, 0.009], [0.024, -0.002, 0.000], [0.196, -0.133, -0.119], [0.080, 0.008, 0.036], [0.195, 0.090, 0.043], [0.000, 0.006, -0.008], [-0.024, -0.018, -0.002], [-0.060, -0.007, -0.005], [0.033, 0.080, 0.044], [0.014, 0.002, 0.004], [-0.034, -0.032, 0.000], [0.022, 0.008, -0.011], [0.038, -0.073, 0.033], [-0.651, -1.185, -0.767], [0.018, -0.057, -0.106], [-0.020, -0.082, -0.100], [0.019, 0.023, 0.081], [-0.049, 0.725, 0.243], [-0.046, 0.106, 0.023], [-0.015, -0.040, 0.020], [0.002, 0.000, 0.027], [0.001, -0.053, 0.010], [0.306, 0.853, 0.208], [0.163, 0.222, -0.139], [-0.043, 0.063, -0.049], [0.169, 0.006, 0.124], [-0.025, 0.072, -0.039]],
  "mulliken_charge": [-0.60, 0.37, 0.54, -0.89, -0.60, 0.53, -0.44, -0.57, 0.96, 0.40, -0.47, 0.44, -0.24, -0.55, -0.83, -0.65, -1.71, -0.47, -0.13, -0.28, 0.49, -0.97, -0.75, -0.53, 0.36, 0.00, 0.52, 0.41, -0.52, -0.12, 0.38, -0.07, -0.26, 0.36, -0.59, -0.69, 0.03, 0.37, 0.92, 0.38, -0.91, 0.69, -0.78, 0.62, -0.13, -0.59, 0.37, -0.70, 0.35, 0.36, 1.74, 0.26, -0.93, -0.09, 1.84, 0.36, 0.13, 0.36, 0.38, 0.45, -0.59, -0.51, -0.65, 0.38, -0.55, 0.00, 0.39, -0.88, 0.57, 0.85, 0.32, -1.09, 0.41, -0.98, 0.51, -0.05, 0.25, -0.86, -1.06, 0.42, 0.36, 0.12, -0.62, 0.30, 0.18, 0.42, 0.48, -0.21, 0.39, -0.10, 0.37, -0.17, 2.03, -0.49, 0.79, -0.69, 0.05, 0.48, 0.51, 0.41, -0.01, 0.42, -2.12, 0.51, 0.09, -0.65]
}

---

{
  "formula": "CHBrF2O",
  "method": "the ωB97M-V functional and the def2-TZVPD basis",
  "mol_weight_g_mol": 146.92,
  "gap_ha": [0.3746, 0.3745],
  "species": ["F", "F", "C", "H", "O", "Br"],
  "coordinates": [[0.05882, -0.12983, -1.50870], [0.14137, -1.72696, 0.56454], [0.25928, 0.21397, -0.25317], [-1.62112, 0.25664, 0.55910], [-0.73912, 0.61440, 0.48994], [1.90078, 0.77179, 0.14828]],
  "forces_ev_per_a": [[-0.129, 0.428, 1.084], [0.378, 2.463, -1.227], [-3.542, -3.948, 1.004], [-0.167, -1.187, -0.820], [2.209, 1.762, -0.408], [1.251, 0.481, 0.366]],
  "mulliken_charge": [-0.11, -0.64, 0.65, 0.38, -0.37, 0.08]
}